Formula: C52H71N5O8P3S2SiV
Source: OMol25
Level of theory: wB97M-V/def2-TZVPD

ORCA input file:
```
! RIJCOSX wB97M-V def2-TZVPD def2/J DEFGRID3
* xyz -1 2
V -0.4400 -1.0884 -0.4657
C -0.7305 3.9576 3.9577
C -0.1034 3.5079 2.6385
C 1.0803 4.3925 2.2404
P 0.3113 1.7126 2.3486
C 1.5624 1.2058 3.6470
C 2.9441 1.1732 2.9825
C 1.6521 2.0027 4.9485
C -1.2438 0.8792 2.8872
C -1.4346 0.5136 4.2173
C -2.6318 -0.0328 4.6565
C -3.6708 -0.1999 3.7585
C -3.4798 0.1326 2.4240
C -2.2688 0.6390 1.9443
Si -1.9887 0.8257 0.0455
C -3.6741 0.3167 -0.7852
C -4.7872 1.1745 -0.8210
C -5.9541 0.8568 -1.4914
C -6.0469 -0.3466 -2.1803
C -4.9752 -1.2161 -2.1514
C -3.8005 -0.9075 -1.4551
P -2.4657 -2.1804 -1.3517
C -3.4888 -3.4965 -0.5003
C -3.1293 -4.9552 -0.7739
C -3.5223 -3.2016 0.9985
C -2.3338 -2.8160 -3.0957
C -1.0618 -3.6489 -3.2746
C -2.3626 -1.6998 -4.1381
C -2.1869 2.7736 -0.0941
C -3.0742 3.3447 0.8368
C -3.4541 4.6744 0.8043
C -2.9656 5.4981 -0.1968
C -2.0786 4.9753 -1.1191
C -1.6511 3.6413 -1.0695
P -0.4237 2.9758 -2.2569
C 0.9325 4.2586 -2.4606
C 0.7256 5.7673 -2.3337
C 1.6451 3.9285 -3.7800
C -1.3594 2.9960 -3.8624
C -1.8321 4.3296 -4.4321
C -2.5392 2.0353 -3.7031
H -1.3050 4.8733 3.7888
H 0.0220 4.1799 4.7152
H -1.4163 3.2111 4.3606
H -0.8629 3.6460 1.8678
H 1.9407 4.2485 2.8987
H 0.7981 5.4479 2.2931
H 1.4047 4.1848 1.2171
H 1.2808 0.1746 3.8829
H 3.2216 2.1650 2.6148
H 2.9711 0.4770 2.1408
H 3.7091 0.8512 3.6955
H 2.0131 3.0166 4.7668
H 2.3662 1.5195 5.6219
H 0.7002 2.0774 5.4703
H -0.6364 0.6417 4.9361
H -2.7463 -0.3234 5.6936
H -4.6187 -0.6102 4.0868
H -4.2943 -0.0291 1.7258
H -4.7372 2.1316 -0.3197
H -6.7877 1.5494 -1.4871
H -6.9443 -0.6020 -2.7307
H -5.0484 -2.1549 -2.6905
H -4.4900 -3.3278 -0.9051
H -2.1913 -5.2398 -0.3011
H -3.0527 -5.1727 -1.8395
H -3.9228 -5.5860 -0.3629
H -2.5214 -3.2584 1.4340
H -4.1537 -3.9313 1.5126
H -3.9209 -2.2071 1.2007
H -3.2049 -3.4666 -3.2372
H -0.1813 -3.0083 -3.2152
H -1.0754 -4.1222 -4.2602
H -0.9469 -4.4244 -2.5196
H -1.5301 -1.0095 -3.9944
H -3.2900 -1.1282 -4.1214
H -2.2550 -2.1422 -5.1324
H -3.4820 2.7209 1.6231
H -4.1408 5.0599 1.5492
H -3.2634 6.5382 -0.2559
H -1.7086 5.6254 -1.8969
H 1.6076 3.9882 -1.6371
H 0.0563 6.1632 -3.0982
H 1.6918 6.2675 -2.4604
H 0.3390 6.0457 -1.3546
H 1.0936 4.3435 -4.6255
H 1.7268 2.8510 -3.9475
H 2.6460 4.3673 -3.8019
H -0.6552 2.5294 -4.5565
H -2.5765 4.7962 -3.7845
H -2.3121 4.1564 -5.4003
H -1.0191 5.0368 -4.5941
H -3.2987 2.4534 -3.0372
H -2.2154 1.0794 -3.2873
H -3.0054 1.8417 -4.6725
N 3.9665 3.0236 -0.0259
C 4.0938 2.2801 -1.2797
C 3.4264 0.9280 -1.1349
N 2.0443 1.1028 -0.6133
H 4.2065 3.9984 -0.1478
H 4.5827 2.6461 0.6854
H 2.0206 1.8632 0.0753
H 5.1285 2.1190 -1.5985
H 3.5896 2.8458 -2.0584
H 3.9721 0.3125 -0.4246
H 3.3456 0.4040 -2.0848
H 1.3627 1.2793 -1.3795
H 1.7100 0.2521 -0.1517
O 0.5610 -2.0906 3.1947
C 0.9680 -1.8948 2.0725
O 0.2884 -1.2049 1.1779
C 2.3601 -2.3424 1.6821
C 2.8495 -2.2888 0.3812
C 4.1648 -2.6335 0.1138
C 4.9667 -3.0345 1.1642
C 4.4840 -3.1872 2.4496
C 3.1688 -2.8345 2.7017
N 6.4001 -3.2810 0.9084
O 7.0637 -3.7414 1.8169
O 6.8369 -2.9717 -0.1808
H 2.1880 -2.0681 -0.4505
H 4.5556 -2.6358 -0.8929
H 5.1313 -3.5694 3.2247
H 2.7461 -2.9312 3.6919
O 3.5504 -6.8478 -2.0781
S 3.6353 -5.7063 -1.2085
O 4.8054 -4.8711 -1.3114
N 2.2750 -4.7939 -1.3011
C 1.5777 -4.8499 -0.1951
S 0.1330 -4.0263 0.1068
C 2.2133 -5.6677 0.8966
C 1.7720 -5.8716 2.1926
C 2.5540 -6.6545 3.0332
C 3.7494 -7.2147 2.5869
C 4.1967 -6.9958 1.2890
C 3.4063 -6.2132 0.4724
H 0.8506 -5.4112 2.5265
H 2.2331 -6.8276 4.0528
H 4.3400 -7.8232 3.2603
H 5.1305 -7.4124 0.9353
O 0.5754 0.3411 -4.1190
N 1.2057 -0.0230 -3.1682
O 0.1423 -0.6912 -2.0002
*
```

Calculated values
- HOMO energy (spin up / spin down): -4.35 / -4.36 eV
- DFT total energy: -162008.0723 eV
- Frontier orbital gap (spin up / spin down): 6.094 / 6.101 eV
- <S²>: 0.75
- Molecular weight: 1130.25 g/mol



Formula: C52H72N8O12S4
Source: OMol25
Level of theory: wB97M-V/def2-TZVPD

ORCA input file:
```
! RIJCOSX wB97M-V def2-TZVPD def2/J DEFGRID3
* xyz 0 1
C -4.0706 2.3387 2.6620
C -3.0063 3.0397 3.5042
O -2.5613 4.2194 2.7363
S -1.0488 4.8220 3.2507
C -1.4331 5.3485 5.0119
O -0.0872 3.6990 3.3114
O -0.8043 6.0448 2.5387
H -3.7372 1.9917 1.6840
H -4.9609 2.8861 2.3523
H -4.5320 1.4539 3.1003
H -3.4078 3.4837 4.4151
H -2.2670 2.2852 3.7732
H -0.4948 5.7182 5.4252
H -1.8952 4.5057 5.5261
H -2.1048 6.1984 4.8910
C 0.5075 3.2107 -4.4218
C -0.0144 3.3155 -3.0004
O -0.0435 4.6571 -2.5481
S -0.9507 4.9289 -1.2123
C -2.5618 5.1244 -2.0421
O -1.0430 3.7202 -0.3958
O -0.5534 6.2468 -0.7188
H -0.1205 3.8115 -5.0797
H 0.3363 2.2034 -4.8014
H 1.5687 3.4325 -4.5344
H -1.0032 2.8574 -2.9746
H 0.6525 2.7673 -2.3350
H -2.3994 5.6990 -2.9540
H -3.2208 5.5789 -1.3024
H -2.9102 4.1226 -2.2933
C 1.8176 0.3544 3.8280
C 1.3805 -0.0290 5.2842
O 0.0592 0.4666 5.4131
S -0.8741 0.0381 6.7172
C -1.4599 -1.5491 6.1221
O -0.0287 -0.2090 7.8888
O -1.9512 1.0093 6.7540
H 1.1275 -0.0986 3.1162
H 2.8167 0.0849 3.4858
H 1.8357 1.4427 3.7691
H 1.4719 -1.1023 5.4504
H 2.0582 0.5009 5.9535
H -1.9418 -1.3048 5.1755
H -2.1721 -2.0144 6.8036
H -0.6097 -2.2177 5.9870
C -0.7075 1.1040 1.1161
C -0.1566 0.1834 0.0184
O 0.9897 -0.4045 0.5026
S 2.3524 -0.5601 -0.4291
C 1.7094 -1.9982 -1.3427
O 2.5588 0.5624 -1.2958
O 3.4303 -1.0535 0.4845
H -0.0829 1.9514 1.3989
H -0.9258 0.5726 2.0424
H -1.6211 1.5592 0.7336
H -0.8984 -0.5930 -0.1687
H 0.0435 0.6802 -0.9310
H 1.5037 -2.8220 -0.6592
H 2.5073 -2.2860 -2.0274
H 0.7884 -1.7613 -1.8753
C -6.9367 3.4620 -1.1160
C -7.7838 2.4222 -1.5408
C -7.2899 1.0927 -1.5982
N -5.9770 0.8816 -1.1942
C -5.1409 1.8899 -0.7562
C -5.5769 3.2105 -0.7287
H -7.2987 4.4795 -1.1165
H -8.7275 2.7160 -1.9760
H -7.8371 0.2383 -1.9683
H -4.1379 1.5907 -0.4900
H -4.9968 4.0912 -0.4958
C -3.5924 -1.8341 -4.0189
C -2.3675 -2.4085 -4.2564
C -1.2385 -1.7253 -3.8852
N -1.2962 -0.4820 -3.2609
C -2.5045 0.0716 -3.1104
C -3.6426 -0.5883 -3.3766
H -4.5072 -2.3746 -4.2125
H -2.3330 -3.3745 -4.7382
H -0.2665 -2.1798 -4.0080
H -2.4250 1.0089 -2.5797
H -4.5996 -0.1617 -3.1148
C 4.5227 -0.5797 -5.6123
C 4.1513 -1.8987 -5.8820
C 2.9950 -2.3400 -5.3385
N 2.1658 -1.5968 -4.5159
C 2.5049 -0.3079 -4.3195
C 3.6456 0.2723 -4.8449
H 5.4759 -0.2867 -6.0271
H 4.7325 -2.5691 -6.4979
H 2.6833 -3.3459 -5.5780
H 1.8192 0.2630 -3.7111
H 3.8150 1.3298 -4.7056
C 6.5227 -2.9358 -0.3011
C 6.2982 -4.2844 -0.4378
C 5.7365 -4.6568 -1.6559
N 5.3090 -3.7565 -2.6551
C 5.4300 -2.4510 -2.3674
C 6.1086 -2.0199 -1.2245
H 6.9589 -2.5698 0.6166
H 6.6094 -5.0074 0.3017
H 5.5603 -5.7072 -1.8347
H 4.9460 -1.7908 -3.0719
H 6.2280 -0.9880 -0.9288
C 4.0143 4.1516 -0.4270
C 2.8088 3.9687 0.3202
C 1.9909 5.0545 0.6202
N 2.1652 6.3449 0.2192
C 3.2292 6.5125 -0.6700
C 4.1997 5.4988 -0.8803
H 4.6296 3.2949 -0.6589
H 2.6156 2.9641 0.6663
H 1.1021 4.8238 1.1887
H 3.4293 7.5425 -0.9258
H 5.0748 5.7906 -1.4419
C -2.4384 -2.9851 1.3446
C -2.9056 -2.2954 0.2849
C -3.7767 -1.1921 0.5413
N -4.2644 -0.9270 1.7738
C -3.9205 -1.7926 2.7841
C -2.9626 -2.8108 2.5903
H -1.8086 -3.8441 1.1660
H -2.5549 -2.4839 -0.7190
H -4.2581 -0.6502 -0.2593
H -4.4023 -1.5391 3.7168
H -2.7847 -3.5336 3.3728
C 0.9873 -5.1481 -3.3867
C -0.2917 -5.0624 -2.8145
C -0.3448 -5.1293 -1.4325
N 0.6872 -5.4704 -0.6215
C 1.9221 -5.5266 -1.1680
C 2.1046 -5.3453 -2.5682
H 1.0178 -5.0081 -4.4571
H -1.2421 -4.8833 -3.2953
H -1.3167 -5.0977 -0.9626
H 2.7273 -5.6205 -0.4545
H 3.0918 -5.3697 -3.0054
C 1.5078 -5.4456 3.2016
C 1.2420 -4.2196 2.6110
C 1.7557 -3.1041 3.2773
N 2.4853 -3.0927 4.3907
C 2.6771 -4.3430 4.9274
C 2.2855 -5.5246 4.3366
H 1.1977 -6.3584 2.7147
H 0.8018 -4.1850 1.6254
H 1.3778 -2.1774 2.8713
H 3.1238 -4.3903 5.9095
H 2.4233 -6.4072 4.9435
*
```

Calculated values
- HOMO energy: -8.78 eV
- DFT total energy: -134917.2777 eV
- Frontier orbital gap: 9.142 eV
- SMILES string: CCOS(C)(=O)=O.CCOS(C)(=O)=O.CCOS(C)(=O)=O.CCOS(C)(=O)=O.c1ccncc1.c1ccncc1.c1ccncc1.c1ccncc1.c1ccncc1.c1ccncc1.c1ccncc1.c1ccncc1
- Molecular weight: 1129.46 g/mol



The lowest molecular weight belongs to which entry?
C52H72N8O12S4